18
Properties=species:S:1:pos:R:3 method="wB97M-V/def2-TZVPD" charge=0 molar_mass_da=136.15 smiles="CC(=O)Nc1ccccn1" homo_ev=-8.976 largest_force_ev_per_a=12.02 energy_ev=-12414.6335 spin_multiplicity=1
C 3.432 -0.492 0.087
C 2.011 0.226 -0.053
C -0.475 -0.249 0.010
C -0.877 1.154 0.013
C -2.214 1.380 0.087
C -3.111 0.230 -0.043
C -2.614 -1.020 -0.131
H 3.611 -1.221 -0.686
H 3.195 -0.940 1.005
H 4.227 0.203 -0.039
H 1.050 -1.643 0.051
H 0.118 1.885 -0.060
H -2.723 2.504 0.090
H -4.158 0.269 0.127
H -3.113 -1.763 -0.120
N 0.912 -0.627 -0.011
N -1.263 -1.283 -0.103
O 1.993 1.386 -0.224